# 1
15
Properties=species:S:1:pos:R:3:forces:R:3 method="wB97M-V/def2-TZVPD" e_homo_ev=-9.421 spin_multiplicity=1 e_above_lowest_kcal_mol=98.80 smiles=C#CC(C)(C)C#C orbital_gap_ev=10.292
C -2.198373 0.486012 0.992486 0.4 0.4 0.0
C -1.052938 0.535637 0.624461 -0.6 0.0 0.2
C 0.229668 0.122444 0.000665 -0.1 0.0 0.0
C 0.449364 0.866183 -1.328349 0.0 0.0 -0.1
C 1.430909 0.291167 0.944436 0.0 0.0 0.1
C -0.127400 -1.296443 -0.256525 -0.4 -0.5 -0.1
C -0.800519 -2.288806 -0.369413 0.5 0.2 -0.1
H -3.214738 0.375102 1.293347 0.1 0.2 0.1
H -0.422896 0.732885 -1.973147 0.1 0.0 0.1
H 1.331181 0.472092 -1.844693 -0.1 0.0 0.1
H 0.593419 1.936123 -1.145873 0.0 -0.2 0.0
H 1.596923 1.353086 1.156896 -0.1 -0.2 -0.1
H 1.254566 -0.228392 1.889790 0.0 0.1 -0.1
H 2.338164 -0.116107 0.484971 -0.2 0.0 0.0
H -1.449458 -3.131740 -0.439132 0.3 0.0 -0.1

# 2
15
Properties=species:S:1:pos:R:3:forces:R:3 method="wB97M-V/def2-TZVPD" e_homo_ev=-8.777 spin_multiplicity=1 e_above_lowest_kcal_mol=38.30 smiles=Cc1ccccc1 orbital_gap_ev=9.718
C 1.138977 1.495000 1.137376 0.3 2.7 -0.7
C 0.365572 0.454857 0.418784 -1.0 -0.8 0.8
C -1.052696 0.457497 0.496998 -0.2 -1.3 -1.4
C -1.755512 -0.412373 -0.418739 2.1 1.3 0.5
C -1.045984 -1.207076 -1.362185 0.4 -1.8 -0.6
C 0.333069 -1.525593 -1.087761 -0.1 0.4 1.9
C 1.051709 -0.632789 -0.153948 -1.8 0.0 -2.5
H 1.216262 2.502633 0.508089 0.0 -2.1 1.0
H 0.673544 1.871656 2.066472 0.2 -0.6 -0.2
H 2.145620 1.123692 1.318158 0.1 0.3 0.2
H -1.619995 1.126498 1.207461 0.8 -0.8 -1.0
H -2.813785 -0.409302 -0.310130 -0.8 0.0 -0.6
H -1.519861 -1.716257 -2.339840 0.7 1.0 2.8
H 0.741624 -2.593112 -1.298761 -0.4 2.4 -0.5
H 2.141455 -0.535332 -0.181971 -0.3 -0.7 0.3

# 3
15
Properties=species:S:1:pos:R:3:forces:R:3 method="wB97M-V/def2-TZVPD" e_homo_ev=-8.565 spin_multiplicity=1 e_above_lowest_kcal_mol=33.81 smiles=Cc1ccccc1 orbital_gap_ev=9.556
C 0.385898 -0.208257 -2.314835 0.6 -1.4 -1.4
C 0.113097 0.025935 -0.889611 1.4 0.8 1.9
C 0.791204 -0.910871 -0.047000 -0.3 1.1 0.7
C 0.653006 -0.828255 1.351817 -2.0 1.1 -1.3
C -0.470374 -0.091980 1.774230 -0.4 1.4 -0.3
C -1.118482 0.887815 0.958615 1.3 1.3 -0.2
C -0.528147 1.173184 -0.290170 -0.4 -4.0 0.2
H -0.376546 0.037496 -3.037718 -0.2 0.6 0.0
H 1.379143 0.043354 -2.689399 0.0 1.0 0.1
H 0.496157 -1.295993 -2.423716 -0.4 0.0 0.0
H 1.533525 -1.579481 -0.498336 -0.5 0.2 0.1
H 1.319699 -1.220619 2.084552 0.2 -0.8 0.2
H -0.784241 -0.042372 2.797619 0.1 -0.4 0.5
H -1.884532 1.668656 1.280411 1.1 -1.5 0.3
H -0.640419 2.103534 -0.771691 -0.6 0.7 -0.9

# 4
15
Properties=species:S:1:pos:R:3:forces:R:3 method="wB97M-V/def2-TZVPD" e_homo_ev=-9.361 spin_multiplicity=1 e_above_lowest_kcal_mol=128.04 orbital_gap_ev=9.380
C -1.064608 -0.747796 -1.071763 0.0 0.0 -0.1
C -0.319164 0.028778 -0.006217 -0.1 -0.3 0.1
C -1.037581 0.229711 1.312083 0.0 0.0 0.0
C 1.132981 0.101566 -0.055019 0.1 0.0 0.0
C 2.371392 -0.332820 0.102771 -0.1 0.1 0.0
C 0.482114 1.290130 -0.532257 0.0 0.9 -0.4
C 0.065929 2.411146 -0.984036 0.1 -0.6 0.3
H -0.487716 -0.791869 -1.998648 -0.1 0.0 0.1
H -2.028049 -0.272121 -1.280988 0.1 -0.1 0.0
H -1.253217 -1.770598 -0.725066 0.1 0.1 0.0
H -1.224463 -0.740482 1.787038 0.0 0.1 -0.1
H -0.441848 0.844673 1.990852 -0.1 -0.1 -0.1
H -2.000312 0.723736 1.146509 0.1 -0.1 0.0
H 2.629289 -1.309079 0.497310 -0.2 0.1 0.0
H 3.175246 0.335028 -0.182573 0.0 -0.1 0.1

# 5
15
Properties=species:S:1:pos:R:3:forces:R:3 method="wB97M-V/def2-TZVPD" e_homo_ev=-7.962 spin_multiplicity=1 e_above_lowest_kcal_mol=141.40 smiles=C[C@@]12[C@@H]3[C@H]4[C@@H]3[C@@H]1[C@H]42 orbital_gap_ev=9.146
C -1.737896 0.952400 0.086997 0.1 0.2 0.1
C -0.433836 0.226499 0.013442 -0.2 0.5 0.2
C 0.957171 0.572375 0.603642 0.3 -0.3 1.1
C 1.576004 -0.246325 -0.481255 0.3 0.1 -0.5
C 1.168840 -1.097028 0.656645 0.1 0.9 0.7
C -0.274448 -1.232878 0.239373 0.0 -0.1 -1.1
C 0.228989 -0.277514 -1.222497 -0.4 -0.8 -0.3
H -2.511947 0.457036 -0.515667 0.3 0.0 0.1
H -2.094511 1.001150 1.121086 0.0 0.0 -0.1
H -1.618401 1.971492 -0.289682 -0.1 0.0 0.0
H 1.294016 1.535717 1.028480 0.1 -0.9 0.2
H 2.600886 -0.181145 -0.823154 -0.1 0.0 -0.2
H 1.785562 -1.841294 1.184452 -0.2 0.8 -0.1
H -1.011008 -1.953637 0.658323 0.4 0.6 -0.9
H 0.070579 0.113151 -2.260183 -0.4 -1.0 0.8

# 6
15
Properties=species:S:1:pos:R:3:forces:R:3 method="wB97M-V/def2-TZVPD" e_homo_ev=-9.912 spin_multiplicity=1 e_above_lowest_kcal_mol=87.61 smiles=C#CC[C@H](C)C#C orbital_gap_ev=10.951
C 2.888731 1.198364 -0.026952 -0.4 -0.1 -0.2
C 1.752427 1.073307 -0.406023 0.5 0.0 0.2
C 0.332162 0.855389 -0.690088 0.0 0.1 0.0
C -0.237282 -0.214099 0.287916 0.0 0.0 0.1
C -0.272164 -1.610207 -0.344252 0.0 -0.1 -0.1
C -1.572974 0.147197 0.775501 -0.5 0.1 0.2
C -2.675446 0.405681 1.184763 0.4 -0.1 -0.2
H 3.889181 1.304364 0.329133 -0.1 0.0 -0.1
H 0.184783 0.530933 -1.727835 0.0 0.0 0.2
H -0.211031 1.799820 -0.578529 0.1 -0.1 0.0
H 0.435316 -0.242604 1.153634 -0.2 0.0 -0.1
H -0.921973 -1.609083 -1.226201 0.1 0.0 0.1
H 0.731760 -1.925281 -0.647156 -0.1 0.1 0.0
H -0.669229 -2.339255 0.367950 0.1 0.1 -0.1
H -3.654261 0.625472 1.548141 0.2 0.0 -0.1

# 7
15
Properties=species:S:1:pos:R:3:forces:R:3 method="wB97M-V/def2-TZVPD" e_homo_ev=-7.983 spin_multiplicity=1 e_above_lowest_kcal_mol=111.43 orbital_gap_ev=9.003
C 2.001777 0.041201 0.102620 0.0 0.0 0.0
C 0.504956 0.093071 0.218654 0.4 0.1 0.0
C -0.475221 -1.021968 -0.228621 0.1 -0.4 -0.3
C -1.455669 0.093503 -0.549913 -0.2 0.2 0.1
C -1.512743 -0.463101 0.832441 -0.4 -0.1 0.3
C -0.202388 -0.433619 1.420688 0.0 -0.3 -0.4
C -0.373377 1.168339 -0.460536 0.0 0.1 0.1
H 2.433476 0.935590 0.561217 0.0 -0.1 0.0
H 2.397316 -0.832881 0.628044 -0.1 0.1 0.0
H 2.336745 -0.001261 -0.940530 -0.1 0.1 0.1
H -0.400766 -2.056489 -0.538724 0.0 0.2 0.2
H -2.296375 0.009645 -1.236580 0.2 0.1 0.2
H -2.344701 -1.025673 1.238009 0.0 0.0 -0.2
H -0.637573 1.958948 0.248840 0.1 0.2 -0.3
H 0.002768 1.589060 -1.400786 -0.1 -0.4 0.1